# 1
16
Properties=species:S:1:pos:R:3:lowdin_charge:R:1 method="wB97M-V/def2-TZVPD" charge=+1 e_above_lowest_kcal_mol=79.4
C -0.5734 1.1063 0.7030 -0.53
C 1.1014 1.2972 -0.9543 -0.21
C 0.1066 -0.1651 1.1962 -0.05
C 0.3722 -0.7647 -0.2798 -0.22
N 0.2877 1.8388 -0.1776 0.04
N 1.2200 -0.0411 -1.0621 0.05
N -1.1896 -0.6580 -0.9389 -0.28
S -1.9663 0.6031 -0.2977 1.16
H -0.8249 1.6849 1.4892 0.09
H 1.6764 1.9673 -1.7794 0.20
H 1.0367 0.1796 1.5588 0.12
H -0.5596 -0.8347 1.8266 0.15
H 0.4963 -1.7805 -0.3226 0.12
H 1.8287 -0.4643 -1.7630 0.17
H -1.0322 -0.8091 -1.9220 0.09
H -2.6768 -0.2084 0.7277 0.09

# 2
8
Properties=species:S:1:pos:R:3:lowdin_charge:R:1 method="wB97M-V/def2-TZVPD" smiles="O=[N+]([O-])O.O=C=O" e_above_lowest_kcal_mol=9.7
O -1.9159 1.3196 0.8913 0.11
N -1.1276 0.5097 0.5007 -0.49
O -0.2390 0.0675 1.1413 0.13
O -1.3434 -0.1013 -0.6570 0.12
H -1.9299 0.1532 -1.3875 0.16
O 3.0069 -0.8489 0.6587 0.17
C 2.1629 -0.6528 -0.1608 -0.39
O 1.3859 -0.4472 -0.9866 0.19

# 3
18
Properties=species:S:1:pos:R:3:lowdin_charge:R:1 method="wB97M-V/def2-TZVPD" smiles=COC(C)(C)C e_above_lowest_kcal_mol=53.3
C 1.9523 -0.2552 -0.1237 -0.13
O 0.9246 0.5651 0.2930 -0.26
C -0.4416 0.2201 0.0932 -0.48
C -0.4681 1.1444 -1.2661 0.00
C -0.7864 -1.2686 -0.1971 -0.06
C -0.9242 0.4284 1.5915 -0.02
H 2.7124 0.3426 -0.6406 0.09
H 1.6577 -1.0824 -0.7807 0.09
H 2.3633 -0.6556 0.7994 0.09
H 0.5455 1.2764 -1.7439 0.09
H -1.0624 0.6623 -2.0357 0.05
H -0.7875 2.1701 -1.0733 0.07
H -0.6454 -1.5247 -1.2487 0.07
H -0.1827 -1.9587 0.4119 0.09
H -1.8373 -1.4973 0.0453 0.09
H -0.2394 -0.2029 2.1981 0.09
H -0.7688 1.4454 1.9559 0.07
H -1.9359 0.0975 1.8603 0.07

# 4
17
Properties=species:S:1:pos:R:3:lowdin_charge:R:1 method="wB97M-V/def2-TZVPD" smiles="C=C(N)CC.O" e_above_lowest_kcal_mol=28.7
C -0.6274 0.1226 -0.5063 0.02
C 0.4868 0.6491 0.0088 -0.46
N 0.8586 0.3151 1.3299 0.09
C 1.3724 1.6520 -0.6296 -0.23
C 2.6982 1.0439 -1.1411 -0.08
H -0.9350 0.3611 -1.5154 0.05
H -1.2823 -0.5542 0.0233 0.05
H 1.7469 0.7012 1.5952 0.07
H 0.5164 -0.5204 1.7391 0.08
H 1.5355 2.4726 0.0824 0.11
H 0.8009 2.1798 -1.3990 0.11
H 3.2699 0.8358 -0.2316 0.06
H 2.4566 0.0645 -1.5390 0.07
H 3.2445 1.6752 -1.8286 0.07
O -5.1916 -3.3398 1.2155 -0.07
H -6.1359 -3.4461 1.3535 0.03
H -4.8145 -4.2123 1.4429 0.04

# 5
19
Properties=species:S:1:pos:R:3:lowdin_charge:R:1 method="wB97M-V/def2-TZVPD" smiles="[NH3+]CC[C@H]([NH3+])C=O" charge=+2 e_above_lowest_kcal_mol=31.9
N 1.4092 -0.2310 2.4088 0.23
C 0.1833 -0.4902 1.5280 -0.08
C 0.6730 0.0267 0.1268 -0.15
C -0.3370 -0.2866 -1.0072 -0.18
N 0.5860 -0.3733 -2.3575 0.25
C -1.4884 0.6506 -0.9923 -0.15
O -1.8438 0.9471 0.1435 0.10
H 2.0081 -0.9815 2.7005 0.18
H 1.9656 0.4336 1.8972 0.15
H 1.0538 0.2112 3.2589 0.19
H -0.6714 0.0566 1.8966 0.13
H -0.0008 -1.5399 1.2640 0.15
H 1.6094 -0.5730 -0.0337 0.14
H 0.8681 1.1071 0.2137 0.15
H -0.6776 -1.3098 -0.7994 0.17
H 1.4570 -0.8344 -2.0813 0.15
H 0.1012 -1.0739 -2.9088 0.16
H 0.7728 0.5520 -2.8701 0.22
H -1.8866 1.2029 -1.9773 0.20

# 6
55
Properties=species:S:1:pos:R:3:lowdin_charge:R:1 method="wB97M-V/def2-TZVPD" smiles="CCCCC(=O)OCC(=O)Nc1cccc(S(=O)(=O)NC2=NCCCCC2)c1" e_above_lowest_kcal_mol=22.4
C 6.8202 3.1640 0.3999 -0.11
C 5.6094 2.3371 0.8143 -0.26
C 6.0181 0.9379 1.2694 -0.20
C 4.8154 0.0946 1.7199 -0.09
C 3.9090 -0.1880 0.5552 -0.49
O 2.8936 0.4154 0.2948 0.09
O 4.3734 -1.1931 -0.1885 0.03
C 3.7133 -1.5029 -1.4141 -0.05
C 2.4957 -2.4285 -1.2320 -0.42
O 2.4896 -3.5574 -1.6626 0.09
N 1.4775 -1.8159 -0.5778 0.15
C 0.2492 -2.3503 -0.1933 -0.19
C -0.1523 -3.6498 -0.5003 0.01
C -1.3868 -4.1147 -0.0792 -0.05
C -2.2399 -3.3001 0.6479 -0.06
C -1.8340 -2.0122 0.9386 -0.30
S -2.9138 -0.9642 1.9046 0.67
O -3.1763 -1.6042 3.1572 -0.28
O -2.4029 0.3742 1.9067 -0.27
N -4.3746 -1.0512 1.0601 -0.03
C -4.7184 -0.1360 0.0749 -0.40
N -5.9053 0.2977 0.0731 0.09
C -6.3481 1.2324 -0.9283 -0.23
C -5.6141 2.5772 -0.8672 -0.19
C -4.2507 2.5658 -1.5552 -0.21
C -3.2254 1.6522 -0.8868 -0.19
C -3.6318 0.1755 -0.9194 -0.11
C -0.6095 -1.5262 0.5366 0.01
H 7.5140 3.2675 1.2313 0.07
H 6.5125 4.1576 0.0845 0.07
H 7.3449 2.6887 -0.4260 0.07
H 4.9140 2.2638 -0.0239 0.11
H 5.0867 2.8414 1.6296 0.12
H 6.5345 0.4199 0.4584 0.12
H 6.7120 1.0212 2.1082 0.12
H 5.1692 -0.8555 2.1205 0.13
H 4.2482 0.6323 2.4798 0.13
H 4.4539 -2.0239 -2.0229 0.14
H 3.3941 -0.5762 -1.9056 0.14
H 1.6375 -0.8517 -0.2829 0.11
H 0.5088 -4.2879 -1.0632 0.10
H -1.6818 -5.1240 -0.3212 0.11
H -3.2021 -3.6410 0.9920 0.11
H -5.1446 -1.2574 1.6828 0.12
H -7.4124 1.3918 -0.7322 0.10
H -6.2469 0.8064 -1.9358 0.12
H -5.4946 2.8572 0.1811 0.12
H -6.2405 3.3315 -1.3490 0.11
H -3.8556 3.5847 -1.5615 0.11
H -4.3799 2.2577 -2.5971 0.11
H -3.0679 1.9492 0.1512 0.10
H -2.2728 1.7587 -1.4114 0.11
H -2.7683 -0.4545 -0.7098 0.09
H -4.0056 -0.0738 -1.9187 0.13
H -0.3379 -0.5131 0.7932 0.13

# 7
25
Properties=species:S:1:pos:R:3:lowdin_charge:R:1 method="wB97M-V/def2-TZVPD" e_above_lowest_kcal_mol=162.2
C -0.8221 -2.1279 1.7032 -0.11
C -1.4510 -1.3781 0.7712 -0.01
C 0.5311 -2.5677 1.5807 -0.09
C -0.6592 -0.8422 -0.4694 -0.38
C 1.2746 -2.2627 0.5001 -0.08
C 0.8309 -1.3355 -0.4487 -0.28
C -0.2514 2.9239 -0.4635 -0.03
C -0.9412 3.3209 -1.7189 -0.08
C 0.4333 1.2955 1.1601 -0.02
C 1.6440 -0.7142 -1.3376 0.06
N -0.2177 1.7582 -0.0343 -0.08
O -0.9626 0.4304 -0.7542 -0.08
H -1.4462 -2.6138 2.4440 0.10
H -2.4400 -1.0816 0.9462 0.09
H 1.0194 -3.1407 2.3428 0.10
H -0.9715 -1.5716 -1.3715 0.20
H 2.1741 -2.8607 0.5135 0.11
H -1.1757 2.6016 -2.4450 0.06
H -0.5814 4.1350 -2.2858 0.06
H -1.8793 3.5072 -1.3027 0.06
H 1.5045 1.1934 0.7887 0.12
H 0.2793 1.9925 2.0110 0.12
H 0.0561 0.3559 1.2288 0.01
H 2.6864 -1.0925 -1.3389 0.07
H 1.3655 0.0750 -2.0198 0.07

# 8
46
Properties=species:S:1:pos:R:3:lowdin_charge:R:1 method="wB97M-V/def2-TZVPD" total_energy_ha=-4726.51583 charge=-1
C -2.4434 -3.0959 -3.9911 -0.08
C -2.6975 -4.2403 -2.9746 -0.28
O -1.4761 -4.8505 -2.5538 -0.18
C -1.1069 -4.3337 -1.2612 -0.22
C 0.3958 -4.7000 -0.9796 -0.16
C 1.2918 -3.4168 -0.8700 -0.20
C 1.7206 -3.0700 0.5953 -0.23
C 0.5229 -3.0297 1.5999 -0.22
S 0.2323 -1.3986 2.3907 0.58
O 0.3620 -1.6479 3.8667 -0.41
O -1.1804 -1.0302 2.1003 -0.39
N 1.3996 -0.2824 1.9265 -0.38
S 0.7272 1.1514 1.3848 0.34
O 0.0955 1.9661 2.4683 -0.43
O -0.1578 1.0210 0.1817 -0.43
P 2.3289 2.4362 0.6449 0.46
O 3.2452 1.4732 -0.4070 -0.41
Br 3.7456 2.9682 2.3192 0.19
H -1.8844 -3.4641 -4.8755 0.07
H -3.4058 -2.6931 -4.3770 0.07
H -1.8694 -2.2539 -3.5548 0.07
H -3.2632 -5.0317 -3.5156 0.11
H -3.3114 -3.9281 -2.1064 0.12
H -1.7968 -4.7924 -0.5181 0.12
H -1.2423 -3.2322 -1.2501 0.12
H 0.4773 -5.3670 -0.1024 0.11
H 0.7256 -5.2456 -1.8902 0.11
H 0.7330 -2.5448 -1.2643 0.11
H 2.1926 -3.5851 -1.4906 0.10
H 2.2686 -2.1058 0.5288 0.09
H 2.4618 -3.8048 0.9819 0.11
H 0.7287 -3.7598 2.4063 0.09
H -0.4286 -3.3493 1.1307 0.08
H 3.6507 2.0388 -1.0676 0.02
C -0.0605 5.1807 1.7845 -0.09
C -1.2660 5.4830 1.1635 -0.08
C -1.4614 6.7360 0.5936 -0.11
C -0.4465 7.6855 0.6363 -0.12
C 0.7610 7.3827 1.2539 -0.11
C 0.9526 6.1323 1.8313 -0.10
H 0.0884 4.2052 2.2304 0.07
H -2.0534 4.7402 1.1246 0.11
H -2.4045 6.9728 0.1149 0.09
H -0.5972 8.6608 0.1877 0.09
H 1.5534 8.1221 1.2858 0.09
H 1.8923 5.8975 2.3173 0.08